A cluster of 23 separate species, C69H161N23O23 in total at a distorted geometry. Source: the OMol25 dataset; level of theory: the ωB97M-V functional and the def2-TZVPD basis.

Results
Frontier orbital gap = 9.00 eV
Total energy = -155539.92974 eV
Relative energy (zero: lowest compared OMol25 entry of this formula, charge and spin) = 2.438 eV

Geometry as ORCA input:
```
! wB97M-V def2-TZVPD RIJCOSX def2/J DEFGRID3
* xyz 0 1
H -4.4436 4.4474 2.0948
H 7.1646 -0.5821 2.1838
H 3.9482 -4.5599 3.3239
H -3.9982 2.2310 8.5166
H 2.2157 -4.0866 3.3449
C -0.4831 -4.4449 -4.3906
C 0.6576 0.5505 1.0227
H -3.0547 3.1172 -7.0420
H -3.9278 -8.9830 0.0926
H -8.0463 1.0763 -1.2943
H -3.7221 -9.9063 -1.3977
H 1.4437 -6.5835 4.7560
H -3.7559 6.2212 6.0304
C -4.1469 -4.6241 -4.9754
H -0.4351 1.9323 5.5300
H 2.5646 4.8164 -0.6306
C -3.2778 -9.1392 -0.7348
H 0.0108 0.7559 6.6963
N -6.4540 -0.0949 -0.4796
C -7.8430 0.8785 3.2750
H 7.7042 -3.5907 -0.6189
H 3.1923 -4.0655 1.8171
C -7.1573 0.4981 -1.6367
H -4.8533 -5.8378 -7.5175
C -6.5793 -1.3872 -0.0650
H -5.1239 -4.2296 -8.1526
C 0.5755 2.9777 -4.1707
H 6.8021 1.5989 -2.3312
H -3.8233 2.8913 3.6604
O -5.7129 -1.9903 0.5664
C -0.5677 -4.6347 -5.8768
C 1.2472 -1.1839 -4.5051
H 6.4973 6.0195 -1.0488
H 8.3736 -1.2982 3.2216
C 7.3494 -3.2600 -1.6184
H 0.8423 -2.0174 -5.0762
H -3.0609 -3.1735 -0.1548
H 6.2997 5.1764 0.5083
N -4.0644 -1.6866 3.0396
H 3.7245 2.9713 6.4598
C 1.4845 1.0013 -8.2323
H -2.3070 0.7437 -0.3009
H -2.9842 -9.6218 -3.5393
H -4.2966 5.7206 0.9551
H 0.0162 8.1562 -3.1124
H -1.4564 2.0928 0.6399
H 2.9907 0.2955 3.8137
H -1.8980 -2.3647 0.8915
N 0.1062 -5.3950 -3.6887
H -1.1407 0.3140 5.4564
H 0.1304 -2.9000 3.9188
O -4.5016 1.9122 0.5650
H -1.5356 0.0556 -3.3774
H 2.7535 0.1869 -5.2334
H -3.4782 -4.7554 -7.5524
C 7.6589 0.5733 4.0304
C 3.7777 2.0416 -7.8575
H -0.3051 2.3614 -4.1395
H -3.6963 5.7450 4.3594
H 1.1045 2.2038 -1.8821
C -6.6189 1.2589 4.1106
H -3.8483 0.2191 2.2268
H 5.3559 2.5579 4.7531
H -6.3106 0.9403 -2.1766
H -4.7183 -3.0462 -3.7153
H -1.5633 3.5262 -6.2336
H 7.4279 -4.0779 -2.2989
N 1.8442 1.9799 -2.5226
C 1.8663 0.9731 -9.7053
H -5.0342 1.5677 7.1671
H -4.3362 4.6806 5.5537
H 0.1676 -1.4727 1.0087
H -4.7782 -9.2262 -3.5649
H 1.2864 -1.5333 -3.4690
C -1.6438 5.4715 -2.3758
C 1.4749 -6.0200 5.7277
H -5.0176 -4.6025 -2.9983
H 5.3872 -3.0500 -2.4556
H -0.0809 7.5992 2.2519
C 5.0619 -1.0560 -4.9963
H -7.6686 -2.4574 -1.6360
H -5.2862 -2.7887 5.8182
C -7.8432 -2.1175 -0.6119
C -4.2438 -1.6867 4.4130
H 1.5223 8.4005 1.9085
H -2.3473 -0.5397 2.9880
H 6.1752 3.0312 2.5433
N 2.4736 1.5102 -7.3813
H -0.8179 -5.9943 -1.9839
H 0.8023 4.1879 -0.4465
C 3.1856 -3.8729 2.8954
H -1.7737 2.3252 -1.1031
C -5.5072 -2.3043 4.9225
H -0.1855 6.6053 -1.5521
O -1.3513 4.5399 -1.6419
H -6.1539 -1.4965 5.1687
H 3.5447 3.0527 -8.3003
C -4.3449 2.0804 4.0934
H 0.0009 4.1116 6.1683
H -4.8254 -2.0315 2.4715
C 0.9797 7.4440 2.0174
C 5.2020 -2.5020 -0.5610
N -1.8174 0.6201 -5.4094
C 0.4210 0.6926 2.5052
O 6.6974 1.1060 4.5499
H -2.1865 5.3382 -4.4917
N -3.1065 0.9816 7.1029
H -8.2065 -0.1330 3.5560
H -0.3371 -2.4823 5.5882
H 4.6791 -0.3199 3.7203
C -0.5524 -3.1423 4.7369
H 10.3484 1.9230 5.2539
H -5.5078 -3.4803 -6.0080
C -4.4697 4.6687 1.0158
N -1.4540 -4.3806 0.5528
O -6.7392 1.2769 5.3386
H 3.4565 -1.4769 -0.1539
H -1.6682 -1.2687 -4.4085
H 2.6098 2.9243 5.1412
O 0.8710 1.5876 0.3713
C -3.7322 -8.8289 -3.6839
C -2.0341 -3.0960 0.0803
H 1.8464 5.1320 2.0772
H 2.1745 1.5888 -6.4201
H -0.2381 -6.4678 1.1166
C -4.5640 -4.7784 -7.3774
O -1.0240 -3.5017 -3.8307
H -7.6473 -0.2923 -2.1825
H 8.9704 2.9857 4.4608
C 7.4485 -0.7061 3.2350
C 0.0939 4.5055 5.2059
H -3.3638 -4.1049 -3.1796
H -1.5926 -2.9162 4.4088
C 3.5245 3.3841 5.4893
H 4.3857 2.2504 -6.9420
N -0.9796 6.6211 -2.2455
H 8.0958 -2.4045 -1.8608
H -2.0177 4.1173 6.2207
H -1.0867 7.3971 -4.2237
C 7.4917 1.8398 -1.5380
C 1.7794 4.3692 0.0394
C 1.1483 6.5610 0.7947
H 1.2212 -0.1278 -1.3123
C -0.3124 -4.3503 1.2645
H -3.5878 -8.4737 -4.7418
H 3.0751 1.3145 -0.9151
N 3.5578 -2.5033 3.0675
H 2.5162 -5.8506 6.0014
O -3.4605 -5.5775 -5.1415
H 0.4513 -0.2610 3.1883
O -1.3044 5.6572 3.6182
N -4.8194 -4.1717 -6.0656
H -3.1020 4.2857 -3.4556
C 3.0129 1.2274 -2.0078
C 0.4595 -0.8124 -0.9597
C 4.2345 3.3272 3.2336
H 0.4985 -0.3704 -4.5449
H 8.4770 1.6564 -1.9259
C 3.7718 -2.3230 -0.8061
H -1.6784 8.5553 -3.0365
H -4.6046 2.3913 5.1169
H 7.2651 1.0857 -0.7532
H 5.7163 -1.4379 -4.2338
N 4.5705 3.1356 4.5333
C -3.5278 5.3941 5.3812
C -0.3745 -4.5206 5.1177
C -1.9788 1.6546 7.0778
C -2.1821 1.8605 -0.1783
C 5.9931 5.1964 -0.5312
H -0.4633 -5.9395 2.7260
C -4.3284 -4.0773 -3.5926
H -2.6423 4.4523 0.0543
H 9.6669 0.5252 3.7117
H 0.3474 3.8777 -3.4631
H 0.7275 -5.9980 -4.2491
H 0.3382 -4.9883 -6.2891
H 2.9459 0.1815 -2.4265
H -1.4025 0.3469 -6.3269
H 1.3521 6.9130 2.9144
H 1.0956 -6.6322 6.5339
H 1.0858 1.2721 -10.3856
H -1.9070 -5.3372 0.3382
N 2.5920 -0.7834 -5.0151
H -0.2352 -4.2973 -1.8805
H 3.2402 -3.1940 -0.4979
O 0.8575 7.0344 -0.3321
H -3.6852 -6.8158 -3.3366
C 3.7386 -0.3832 4.2729
O 3.1370 3.8221 2.9585
H 1.1276 -5.8223 1.9667
N 6.2318 3.8970 -1.1467
C -2.1853 2.6678 -6.6019
H -5.6279 1.7821 2.4377
H 3.3562 4.4769 5.6312
C -0.8389 1.0910 6.1493
H 4.2614 1.2869 -8.4317
H -1.3723 -5.2975 -6.1990
H 3.8688 -0.1955 5.3263
C -0.9399 7.7439 -3.1841
H -8.7117 1.5538 3.4682
H 5.1052 0.0006 -4.8905
N 5.9448 -2.8693 -1.5974
H 2.1122 -0.0551 -10.0078
H 1.4810 -3.9587 5.5333
C -2.4954 1.7948 -5.4208
O 0.4713 0.4878 -7.8015
N -3.5306 -7.6456 -2.7895
H -0.4829 -0.5963 -1.4420
H 4.2644 -2.1792 2.4252
H 4.9913 3.4571 1.2369
C -2.6605 5.2645 -3.5317
H 2.1798 3.4463 0.4723
C -3.2601 -0.7197 2.3885
H 8.7998 2.1412 5.9033
H 0.7619 -1.8254 -1.2460
H -5.6769 0.4684 -0.1427
H -1.6014 -2.7812 -0.8986
H -0.6323 1.0822 2.5881
N 1.6074 5.3238 1.1216
C 3.6370 -1.6082 -4.7994
O 0.3874 -3.2889 1.4640
O 2.6867 1.9329 -4.6076
H -5.4847 4.4453 0.7002
C -3.4928 2.5529 0.2286
C 3.2528 -1.8210 4.1794
N -5.5104 1.5879 3.4498
C 0.0585 -5.6747 1.8306
H -1.6226 2.1529 -7.4129
N 8.9162 0.9083 4.2399
H 5.0033 1.8713 2.1415
H 0.6521 5.4598 5.1580
C -3.3124 -7.7272 -1.4530
H -7.7272 0.7924 2.2436
H -8.7657 -1.5183 -0.5281
H 4.8934 5.2821 -0.7220
H -3.6624 1.2514 4.0947
C -1.2395 4.9760 4.6379
H -4.5047 0.5019 8.5963
O 3.4090 -2.7728 -4.4356
H 3.6010 -2.1276 -1.8495
O -1.2236 -5.3645 4.9450
H -2.9502 -1.0031 1.3945
C 5.1873 2.9199 2.1820
H -0.7587 -3.7008 -6.4135
H 1.0065 -5.5203 -1.7725
O -3.1493 2.2176 -4.4843
C 1.7549 2.2177 -3.8215
H 5.4826 3.5231 -1.7392
H -3.2361 0.2403 6.3942
O -3.4555 -1.1985 5.1754
O -2.9534 -6.7847 -0.7502
H -2.2457 -9.2684 -0.4396
H 3.9294 1.5246 -2.5372
H -6.0057 -2.9138 4.1627
H 0.9678 1.5376 2.9347
C 0.0096 -5.3397 -2.2388
O 8.2071 3.6654 -0.0626
H 5.3078 -1.3501 -5.9873
N 0.8265 -4.7432 5.6372
N -3.4968 3.9199 0.2921
H -7.9542 -3.0187 -0.0502
O 5.6545 -2.3372 0.5669
N 0.3674 -0.6604 0.4579
C -2.0654 -0.2573 -4.2774
C 7.3859 3.2547 -0.8717
H 0.5825 3.7818 4.5826
H -3.4353 6.0322 -3.4365
H 2.7303 1.5839 -9.9832
C 9.2909 2.1234 5.0139
O 2.6558 -2.3718 5.0555
H 0.5948 3.4474 -5.1900
N -2.2711 4.6931 5.4305
H 6.6360 -1.2735 3.7558
C -4.2333 1.3477 7.9224
O -1.7650 2.6925 7.7186
H -3.1315 -0.1988 -3.9653
*
```

These are the Löwdin partial charges, in e, on atoms 1 to 99: atom 1 (H): 0.07, atom 2 (H): 0.07, atom 3 (H): 0.10, atom 4 (H): 0.08, atom 5 (H): 0.06, atom 6 (C): -0.58, atom 7 (C): -0.51, atom 8 (H): 0.07, atom 9 (H): 0.07, atom 10 (H): 0.09, atom 11 (H): 0.06, atom 12 (H): 0.09, atom 13 (H): 0.08, atom 14 (C): -0.56, atom 15 (H): 0.06, atom 16 (H): 0.09, atom 17 (C): 0.02, atom 18 (H): 0.07, atom 19 (N): 0.02, atom 20 (C): 0.01, atom 21 (H): 0.09, atom 22 (H): 0.07, atom 23 (C): -0.06, atom 24 (H): 0.09, atom 25 (C): -0.50, atom 26 (H): 0.09, atom 27 (C): 0.02, atom 28 (H): 0.05, atom 29 (H): 0.06, atom 30 (O): 0.01, atom 31 (C): 0.00, atom 32 (C): -0.03, atom 33 (H): 0.09, atom 34 (H): 0.08, atom 35 (C): -0.07, atom 36 (H): 0.07, atom 37 (H): 0.06, atom 38 (H): 0.07, atom 39 (N): 0.04, atom 40 (H): 0.08, atom 41 (C): -0.51, atom 42 (H): 0.09, atom 43 (H): 0.08, atom 44 (H): 0.08, atom 45 (H): 0.06, atom 46 (H): 0.08, atom 47 (H): 0.08, atom 48 (H): 0.06, atom 49 (N): 0.03, atom 50 (H): 0.05, atom 51 (H): 0.06, atom 52 (O): -0.04, atom 53 (H): 0.06, atom 54 (H): 0.06, atom 55 (H): 0.08, atom 56 (C): -0.56, atom 57 (C): -0.07, atom 58 (H): 0.07, atom 59 (H): 0.08, atom 60 (H): 0.11, atom 61 (C): -0.54, atom 62 (H): 0.07, atom 63 (H): 0.08, atom 64 (H): 0.10, atom 65 (H): 0.09, atom 66 (H): 0.08, atom 67 (H): 0.07, atom 68 (N): 0.07, atom 69 (C): -0.01, atom 70 (H): 0.07, atom 71 (H): 0.07, atom 72 (H): 0.06, atom 73 (H): 0.09, atom 74 (H): 0.07, atom 75 (C): -0.53, atom 76 (C): -0.08, atom 77 (H): 0.07, atom 78 (H): 0.13, atom 79 (H): 0.08, atom 80 (C): 0.03, atom 81 (H): 0.08, atom 82 (H): 0.07, atom 83 (C): -0.01, atom 84 (C): -0.52, atom 85 (H): 0.09, atom 86 (H): 0.09, atom 87 (H): 0.07, atom 88 (N): 0.01, atom 89 (H): 0.07, atom 90 (H): 0.07, atom 91 (C): -0.08, atom 92 (H): 0.07, atom 93 (C): 0.03, atom 94 (H): 0.09, atom 95 (O): -0.03, atom 96 (H): 0.07, atom 97 (H): 0.10, atom 98 (C): -0.06, atom 99 (H): 0.05